1.
DFT (ωB97M-V/def2-TZVPD) results for C28H38AuBN7O3S4 as an isolated structure.

Results
HOMO in eV: -11.129

```
! RIJCOSX wB97M-V def2-TZVPD def2/J DEFGRID3
* xyz 1 1
H 3.58 -2.75 2.00
H 0.71 5.73 0.40
H 5.62 -2.71 -2.35
C 3.83 -1.45 -2.48
C -3.73 -0.26 3.20
H 0.24 4.49 3.39
N 3.49 -1.52 -1.01
S 2.01 0.81 -0.92
C -3.34 -3.24 -1.65
B 1.93 -0.55 2.23
C 0.85 4.68 0.67
S -0.32 2.06 2.09
H -1.74 -5.54 -3.47
H -4.66 -2.70 3.81
C 1.79 4.61 1.87
C 1.44 2.09 2.13
S -0.67 0.92 3.74
H 0.83 6.12 3.05
H -0.20 -1.98 -1.65
N 0.44 -1.06 2.24
H 0.13 -4.02 -3.01
H 5.59 -0.23 -2.12
C 1.13 5.08 3.16
S -4.80 -2.62 -0.85
H -3.55 -1.50 5.68
C -2.94 -1.49 3.62
H -3.96 -2.82 2.21
H 2.70 6.45 1.33
H 4.14 0.71 -2.50
H -3.21 -3.66 3.60
C 3.03 5.45 1.58
C -3.18 -4.38 -2.39
H 4.30 0.71 2.53
O -5.78 -2.24 -1.83
H 4.85 -2.63 -3.92
H -4.01 -5.05 -2.59
N 2.68 -1.09 0.98
H 4.60 -3.29 -0.47
C 3.50 1.41 2.38
O -5.17 -3.52 0.20
H 4.36 3.43 2.19
H 2.81 -1.55 -4.35
H 2.48 -1.04 3.17
O -2.06 -0.32 -0.02
H -2.03 -2.36 5.40
H -0.14 4.27 0.88
H 1.96 -0.55 -3.17
H 4.98 -0.18 -3.77
N -1.61 -1.54 2.89
H 1.82 5.01 4.00
C -2.81 -1.24 -0.49
C -0.62 -0.65 2.95
N 2.19 1.00 2.29
C 2.72 -0.66 -0.31
H -1.80 -3.41 1.85
C 3.95 -2.50 -0.15
H -2.07 -0.59 5.42
H -3.80 -0.19 2.12
C 3.53 2.75 2.21
H 4.12 -3.61 -2.65
C 3.45 -2.23 1.07
C -1.18 -2.57 2.09
C -1.03 -2.64 -1.84
C -3.72 -2.75 3.27
N 2.22 3.17 2.05
Au -0.17 0.25 -0.57
C 4.65 -2.68 -2.85
H -3.33 0.66 3.62
H 1.93 -2.32 -3.03
H 0.74 -2.82 1.04
C -2.62 -1.49 5.12
C 0.08 -2.27 1.68
C -1.91 -4.65 -2.88
C -0.85 -3.79 -2.61
C -2.30 -2.37 -1.36
H 3.69 5.53 2.45
N -4.08 -1.29 -0.20
H -4.75 -0.38 3.58
C 4.68 -0.20 -2.72
H 1.28 4.17 -0.19
C 2.55 -1.46 -3.30
H 3.59 5.07 0.73
*
```

For reference, the Löwdin charges in units of e are: H 0.131; H 0.100; H 0.092; C -0.535; C -0.024; H 0.061; N 0.020; S 0.631; C -0.214; B -0.528; C -0.034; S 0.702; H 0.112; H 0.106; C -0.532; C -0.593; S 0.762; H 0.102; H 0.047; N 0.049; H 0.096; H 0.095; C -0.018; S 0.636; H 0.102; C -0.517; H 0.063; H 0.099; H 0.040; H 0.097; C -0.039; C -0.018; H 0.140; O -0.270; H 0.098; H 0.129; N 0.028; H 0.120; C -0.021; O -0.300; H 0.127; H 0.098; H 0.131; O -0.232; H 0.098; H 0.045; H 0.040; H 0.099; N 0.045; H 0.098; C -0.508; C -0.573; N 0.039; C -0.605; H 0.137; C -0.014; H 0.053; H 0.073; C 0.003; H 0.094; C -0.041; C 0.004; C -0.043; C -0.030; N 0.027; Au 0.613; C -0.048; H 0.049; H 0.075; H 0.130; C -0.025; C -0.025; C -0.055; C -0.067; C -0.141; H 0.092; N -0.004; H 0.102; C -0.033; H 0.094; C -0.037; H 0.098


2.
DFT (ωB97M-V/def2-TZVPD) results for C28H38BN5P2W as an isolated structure.

Results
HOMO (alpha / beta) in eV: -13.593 / -13.579
<S²>: 2.052

```
! RIJCOSX wB97M-V def2-TZVPD def2/J DEFGRID3
* xyz 2 3
H 0.79 -2.30 5.13
C -2.53 -2.34 -1.94
C -4.00 -0.66 -2.06
C 2.79 0.61 0.94
N -2.85 -1.09 -1.41
H 0.19 -2.47 -2.13
H 4.66 -0.14 1.54
H 2.60 0.11 -4.22
C 3.78 -0.41 0.94
C 2.03 3.27 2.73
H -1.63 -2.88 -1.69
C 0.70 2.26 4.28
C 2.80 0.12 -2.09
H -0.09 -0.48 5.07
C -5.05 0.92 1.72
B 0.89 -1.11 4.74
H -5.84 1.59 1.97
C 2.71 -2.21 -0.47
C -3.48 -2.73 -2.87
C 1.17 1.82 -2.89
H 0.54 2.60 -2.45
C -0.59 2.53 0.31
P 0.03 1.57 1.80
C 0.68 -1.55 -2.54
H 3.08 1.59 1.38
C 3.74 -1.73 0.36
C -5.02 -0.50 1.94
H 3.53 3.99 4.19
H 1.89 2.85 6.04
H 1.81 2.34 -3.63
H -0.95 -3.36 0.05
N 0.86 2.53 2.89
H 3.87 -0.96 -3.62
H -0.92 1.60 -1.63
N 1.02 -1.35 2.04
H -4.44 0.30 -1.83
H 0.54 -3.32 0.98
H -0.15 1.70 4.64
C 0.27 0.77 -3.63
H -2.41 2.10 -0.92
H 0.74 0.43 -4.56
H 1.49 -1.97 -4.44
H -5.25 -1.61 -3.63
N -3.08 0.11 0.94
H -1.13 -0.36 -2.39
C 1.87 -1.79 -3.43
C -3.85 1.26 1.12
H 0.25 3.00 -0.22
C -0.23 -2.65 0.50
H -3.37 -1.96 1.46
C 2.02 1.19 -1.83
C 1.75 2.86 4.96
C -0.10 -0.37 -2.73
H -3.45 2.23 0.85
H 3.58 -0.18 -1.41
P -1.72 -0.03 -0.12
H -0.64 1.29 -3.96
H -1.25 3.30 0.76
H 2.22 1.83 -0.96
C 0.96 -1.18 3.21
W 0.92 -1.18 -0.60
H 2.32 3.61 1.75
H -3.48 -3.69 -3.38
H 2.38 -2.69 -3.09
H -5.81 -1.10 2.37
C -3.81 -0.98 1.45
C 2.85 -0.59 -3.41
H -0.80 -2.18 1.35
H 1.94 -0.64 5.14
N 1.45 0.56 0.57
H 4.57 -2.40 0.65
C 2.60 3.48 3.98
H 2.91 -3.19 -0.94
C -4.40 -1.64 -2.96
C -1.45 1.65 -0.67
*
```

For reference, the Löwdin charges in units of e are: H 0.048; C -0.201; C -0.128; C -0.199; N -0.179; H 0.115; H 0.134; H 0.112; C -0.022; C -0.158; H 0.051; C -0.116; C -0.147; H 0.013; C -0.041; B -0.410; H 0.110; C -0.162; C -0.057; C -0.132; H 0.103; C -0.348; P 1.152; C -0.395; H 0.108; C -0.097; C -0.035; H 0.115; H 0.125; H 0.156; H 0.026; N -0.302; H 0.147; H 0.035; N -0.018; H 0.111; H 0.058; H 0.099; C -0.122; H 0.093; H 0.131; H 0.146; H 0.106; N -0.267; H 0.053; C -0.135; C -0.137; H 0.069; C -0.291; H 0.109; C -0.135; C -0.025; C -0.101; H 0.091; H 0.086; P 1.052; H 0.146; H 0.096; H 0.106; C -0.200; W 1.675; H 0.110; H 0.113; H 0.111; H 0.113; C -0.106; C -0.117; H 0.017; H 0.026; N -0.243; H 0.135; C -0.029; H 0.098; C -0.057; C -0.386


Total energy values (in eV) by entry order: -93934.94286 -58154.15793.
Relative energy (zero: lowest compared OMol25 entry of this formula, charge and spin) values (in eV) by entry order: 0.000 4.629.